# 1
Computed, not measured: the molecule C4H7NS, with the ωB97M-V functional and the def2-TZVPD basis.

Structure (XYZ):
```
13
Properties=species:S:1:pos:R:3:forces:R:3
C 1.9752 1.1779 0.1889 0.3 0.4 -0.1
N 0.8330 0.3317 0.2933 0.0 -0.7 0.1
C -0.1599 0.4994 -0.4578 0.9 0.6 -0.2
C -1.3596 -0.2498 -0.1419 -1.3 0.3 0.4
C -1.3179 -1.7034 0.1313 0.1 -0.3 0.0
S -2.6568 0.6958 0.0847 -0.3 -0.2 -0.2
H 2.1522 1.6373 1.1640 0.1 0.0 -0.1
H 2.8404 0.5520 -0.0365 0.1 0.1 0.0
H 1.8701 1.9632 -0.5737 0.1 0.0 0.1
H -0.2491 1.3095 -1.1941 0.1 -0.1 0.0
H -0.3320 -1.9869 0.4977 0.0 0.0 0.0
H -2.0897 -1.9828 0.8445 0.0 0.0 0.0
H -1.5058 -2.2440 -0.8006 0.0 0.0 0.0
```
Positions in Å, forces in eV/Å.

Computed properties:
Relative energy (zero: lowest compared OMol25 entry of this formula, charge and spin) (kcal per mole): 31.56
SMILES: C/N=C/C(C)=S
E_LUMO (eV): -0.390
DFT total energy (eV): -16585.5627
Total charge: 0
HOMO (eV): -8.75
Largest force on an atom (eV/Å): 1.43



# 2
Computed, not measured: a structure of composition C25H46Cl2O6SeSi3Sr, with the ωB97M-V functional and the def2-TZVPD basis.

Structure (XYZ):
```
84
Properties=species:S:1:pos:R:3:forces:R:3
Sr 0.1339 -1.3510 0.1846 -0.2 0.6 -0.2
C -1.0785 2.7609 2.8348 0.1 -0.2 0.0
O -1.1941 2.4748 1.4650 -0.1 0.1 0.1
Si -2.4719 3.1153 0.5342 -0.1 -0.1 0.1
C -3.0402 4.6875 1.4462 0.0 -0.1 0.0
C -3.8990 1.9058 0.8369 0.0 0.0 0.1
C -1.9716 3.3457 -1.1498 0.0 0.0 0.0
Si -0.2826 3.9160 -1.3606 0.0 0.0 0.0
C 0.3588 4.9416 0.1075 0.1 0.0 0.1
C 0.1031 5.0791 -2.8221 0.0 0.0 0.1
C 1.0046 2.5305 -1.5918 0.1 0.0 -0.1
Si -3.1806 3.0320 -2.4398 0.0 0.0 -0.1
C -3.9829 1.3134 -2.4560 0.0 -0.1 -0.1
C -2.5175 3.2335 -4.2056 -0.1 -0.2 0.0
C -4.6810 4.2105 -2.3866 0.0 0.0 -0.1
H -1.0741 3.8368 3.0379 0.0 0.0 0.0
H -0.1371 2.3462 3.2043 0.0 0.0 0.0
H -1.8925 2.3156 3.4252 0.0 0.0 0.0
H -3.3914 4.4900 2.4652 0.0 0.0 0.0
H -3.8791 5.0990 0.8759 0.0 0.0 0.0
H -2.2638 5.4549 1.4841 0.0 0.0 0.0
H -4.0438 1.7912 1.9174 0.0 0.0 0.0
H -3.6765 0.9239 0.4149 0.0 0.0 0.0
H -4.8479 2.2451 0.4127 0.0 0.0 0.0
H -0.2433 5.8435 0.2455 0.0 0.0 0.0
H 1.3855 5.2519 -0.1160 0.0 0.0 0.1
H 0.3717 4.3866 1.0513 0.0 0.0 -0.1
H -0.5497 5.9570 -2.8432 0.0 0.0 0.0
H 0.0492 4.5860 -3.7929 0.0 0.0 0.0
H 1.1337 5.4287 -2.6863 0.0 0.0 -0.1
H 0.6546 1.6035 -1.1321 0.0 0.0 0.1
H 1.9798 2.7923 -1.1687 0.0 -0.1 0.0
H 1.1569 2.3092 -2.6527 0.0 0.0 0.0
H -3.2844 0.5285 -2.1566 0.0 0.0 0.0
H -4.3179 1.0800 -3.4734 0.0 0.0 0.0
H -4.8580 1.2575 -1.8039 0.0 0.0 0.0
H -1.8175 2.4290 -4.4545 0.0 0.1 0.0
H -2.0310 4.1906 -4.3828 0.0 0.1 0.0
H -3.3663 3.1494 -4.8947 0.1 0.0 0.0
H -5.1632 4.1958 -1.4042 0.0 0.0 0.0
H -5.4340 3.9393 -3.1358 0.0 0.0 0.0
H -4.3536 5.2375 -2.5796 0.0 0.0 0.0
Cl 2.2430 -3.3526 -2.7568 0.0 -0.1 0.0
C 3.0057 -4.7909 -2.0699 0.0 0.0 -0.1
Cl 2.3996 -6.2953 -2.8251 0.0 0.1 0.0
H 2.7928 -4.8225 -1.0050 0.0 0.0 0.1
H 4.0679 -4.7449 -2.2730 0.0 0.0 0.0
O 0.3673 -3.3247 1.4758 -0.1 -0.3 0.2
Se 2.0343 -3.2959 1.6065 -0.2 0.0 -0.1
O 2.6687 -4.6582 1.0033 0.1 -0.1 0.1
O 2.3856 -1.9997 0.6180 0.4 0.0 0.0
O 2.4534 -2.9628 3.1350 0.1 -0.1 0.1
C -1.6274 -1.2331 3.1046 0.0 0.0 0.0
C -0.2477 -0.8254 3.5754 0.0 -0.1 0.0
O 0.4207 -0.1747 2.4981 0.0 0.0 0.1
C 1.7299 0.2762 2.8642 0.0 0.0 0.0
C 2.2763 1.1172 1.7337 -0.1 0.0 0.0
H -2.2407 -1.5435 3.9519 0.0 0.0 0.0
H -1.5556 -2.0913 2.4310 0.0 0.0 0.0
H -2.1284 -0.3972 2.6126 0.0 0.0 0.0
H 0.3313 -1.7017 3.8820 0.0 0.0 0.0
H -0.3165 -0.1232 4.4162 0.0 0.0 0.0
H 2.3599 -0.5925 3.0701 0.0 0.0 0.0
H 1.6406 0.8748 3.7807 0.0 0.0 0.0
H 2.5088 0.4908 0.8707 0.0 0.0 0.0
H 3.2073 1.5975 2.0400 0.0 0.0 0.0
H 1.5577 1.8897 1.4491 0.0 0.0 0.0
C -2.0428 -5.5478 -3.6292 0.0 0.0 0.0
C -1.5931 -5.3656 -2.3039 0.0 0.0 0.0
C -1.2419 -4.1191 -1.8646 0.0 0.0 0.0
C -1.3050 -2.9719 -2.7024 0.0 0.0 -0.2
C -0.9077 -1.6798 -2.2064 -0.1 0.0 -0.2
C -0.9617 -0.6615 -3.1422 -0.1 0.0 0.1
C -1.3857 -0.8398 -4.4824 0.0 0.0 0.0
C -1.7742 -2.0706 -4.9274 0.0 0.0 0.0
C -1.7400 -3.1772 -4.0437 0.0 0.0 0.1
C -2.1121 -4.4761 -4.4748 0.0 0.0 0.0
H -2.3185 -6.5369 -3.9779 0.0 0.0 0.0
H -1.5087 -6.2160 -1.6377 0.0 0.0 0.0
H -0.8754 -4.0091 -0.8478 0.0 0.0 0.0
H -0.6965 0.3552 -2.8532 0.0 0.0 0.0
H -1.4091 0.0110 -5.1578 0.0 0.0 0.0
H -2.1043 -2.2212 -5.9509 0.0 0.0 0.0
H -2.4442 -4.6069 -5.5008 0.0 0.0 0.0
```
Positions in Å, forces in eV/Å.

Computed properties:
Relative energy (zero: lowest compared OMol25 entry of this formula, charge and spin) (kcal per mole): 16.00
E_LUMO (eV): 4.360
DFT total energy (eV): -153821.0907
Total charge: -2
HOMO (eV): -1.99
Largest force on an atom (eV/Å): 0.66



# 3
Computed, not measured: a structure of composition C5H8O, with the ωB97M-V functional and the def2-TZVPD basis.

Structure (XYZ):
```
14
Properties=species:S:1:pos:R:3:forces:R:3
C -0.6131 -1.0631 -0.2309 -1.7 -0.2 0.3
C 0.1414 0.0555 -0.8773 0.7 0.1 0.1
C -0.6962 1.0242 0.0086 0.2 0.3 0.2
C -0.7914 -0.1970 0.9122 2.9 0.7 1.5
O 1.1725 0.1242 1.3008 -1.7 -0.5 -0.1
C 1.5497 0.0376 0.0046 -0.9 -0.1 -1.4
H -1.7860 -0.7912 -0.0482 0.6 -1.0 -1.9
H -0.4556 -2.1390 -0.3000 0.0 0.2 0.3
H 0.2420 0.1617 -1.9634 0.0 0.0 0.3
H -1.6111 1.3794 -0.4801 0.1 -0.3 0.2
H -0.1608 1.8271 0.4979 0.0 0.3 -0.2
H -1.2298 -0.4324 1.8720 0.1 0.3 0.1
H 2.1147 -0.8813 -0.2602 -0.2 0.2 0.1
H 2.1027 0.9066 -0.4044 0.0 -0.1 0.4
```
Positions in Å, forces in eV/Å.

Computed properties:
Relative energy (zero: lowest compared OMol25 entry of this formula, charge and spin) (kcal per mole): 109.04
E_LUMO (eV): 0.917
DFT total energy (eV): -7357.5269
Total charge: 0
HOMO (eV): -8.65
Largest force on an atom (eV/Å): 3.30



# 4
Computed, not measured: a structure of composition C2H3N3O, with the ωB97M-V functional and the def2-TZVPD basis.

Structure (XYZ):
```
9
Properties=species:S:1:pos:R:3:forces:R:3
C 0.7220 0.0536 0.2180 -2.7 1.5 -2.7
C -0.2286 1.0876 0.0359 -0.7 -0.7 0.9
H 2.1030 -0.9472 -0.2389 1.1 3.3 0.2
H -0.0418 2.0754 -0.1057 0.5 2.7 0.0
H -1.9509 -1.4804 -0.2719 2.2 3.7 1.3
N -1.5444 0.6234 -0.0584 4.4 1.0 0.2
N -1.2034 -0.6069 -0.0130 -7.7 -7.5 -1.5
N -0.0361 -1.0702 0.0568 3.8 0.5 1.0
O 2.0521 0.1101 -0.1007 -0.9 -4.6 0.7
```
Positions in Å, forces in eV/Å.

Computed properties:
Relative energy (zero: lowest compared OMol25 entry of this formula, charge and spin) (kcal per mole): 71.09
E_LUMO (eV): 0.887
DFT total energy (eV): -8637.4117
Total charge: 0
HOMO (eV): -9.26
Largest force on an atom (eV/Å): 10.86